DFT (ωB97M-V with the def2-TZVPD basis set) results for 8 unconnected molecules or ions with the total composition C24H24F8O24.

Last column: Löwdin charge in e.
Geometry (Å):
C: 1.208 5.368 1.436  0.016
C: 2.329 4.613 0.791  -0.256
O: 2.570 3.510 1.612  0.138
C: 1.912 3.610 2.767  -0.603
O: 2.125 2.945 3.693  0.186
O: 1.014 4.607 2.697  0.076
F: 3.500 5.434 0.761  0.020
H: 0.364 5.293 0.768  0.137
H: 1.571 6.317 1.711  0.128
H: 2.065 4.221 -0.196  0.162
C: 0.743 -5.074 1.140  -0.009
C: -0.194 -3.845 1.132  -0.261
O: 0.083 -3.285 -0.113  0.071
C: 0.913 -4.083 -0.905  -0.517
O: 1.222 -3.742 -2.019  0.157
O: 1.238 -5.187 -0.221  0.085
F: 0.098 -2.926 2.160  0.023
H: 0.124 -5.943 1.268  0.129
H: 1.578 -5.001 1.856  0.146
H: -1.224 -4.031 1.247  0.144
C: -1.686 3.356 4.845  -0.042
C: -0.632 2.234 4.787  -0.311
O: -0.688 1.874 3.381  0.095
C: -1.931 2.239 2.869  -0.514
O: -2.336 1.866 1.831  0.192
O: -2.526 3.034 3.765  0.082
F: -1.045 1.198 5.476  0.101
H: -1.152 4.260 4.560  0.135
H: -2.295 3.378 5.770  0.158
H: 0.386 2.420 5.087  0.145
C: 0.645 1.950 -5.163  -0.069
C: 1.484 1.129 -6.109  -0.236
O: 1.870 -0.005 -5.322  0.134
C: 1.590 0.229 -4.013  -0.544
O: 1.997 -0.387 -3.078  0.174
O: 0.994 1.423 -3.938  0.070
F: 2.655 1.782 -6.500  0.044
H: -0.412 1.762 -5.330  0.144
H: 0.908 2.991 -5.204  0.144
H: 1.045 0.670 -6.943  0.152
C: -3.921 -0.169 0.405  -0.032
C: -3.595 -1.252 1.461  -0.249
O: -3.460 -2.400 0.666  0.118
C: -4.039 -2.195 -0.559  -0.581
O: -4.036 -3.092 -1.321  0.180
O: -4.390 -0.940 -0.706  0.092
F: -4.704 -1.416 2.292  0.039
H: -3.110 0.428 0.030  0.097
H: -4.769 0.509 0.566  0.153
H: -2.775 -1.027 2.052  0.134
C: -1.562 -2.971 -3.518  -0.080
C: -2.188 -1.597 -3.707  -0.243
O: -3.217 -1.847 -4.675  0.130
C: -2.842 -2.936 -5.409  -0.503
O: -3.298 -3.228 -6.491  0.154
O: -1.872 -3.607 -4.727  0.080
F: -1.240 -0.808 -4.323  0.057
H: -2.001 -3.538 -2.684  0.133
H: -0.504 -3.004 -3.369  0.110
H: -2.510 -1.209 -2.735  0.156
C: 1.149 0.893 -0.092  -0.068
C: 0.023 0.000 -0.498  -0.222
O: -0.946 0.993 -1.083  0.119
C: -0.509 2.240 -0.834  -0.575
O: -0.955 3.328 -1.111  0.140
O: 0.678 2.195 -0.249  0.055
F: -0.592 -0.596 0.536  0.074
H: 2.057 0.749 -0.744  0.162
H: 1.447 0.720 0.921  0.120
H: 0.285 -0.865 -1.154  0.166
C: 3.415 -1.620 3.855  -0.063
C: 3.952 -0.491 2.997  -0.263
O: 3.291 -0.647 1.763  0.098
C: 3.087 -2.012 1.632  -0.451
O: 2.861 -2.570 0.585  0.184
O: 3.198 -2.627 2.874  0.055
F: 5.280 -0.844 2.772  0.053
H: 2.440 -1.328 4.271  0.142
H: 3.988 -1.971 4.695  0.139
H: 3.773 0.549 3.258  0.165

Computed properties:
HOMO-LUMO gap: 11.11 eV
ΔE to the lowest compared entry with this formula, charge and spin: 83.9 kJ/mol



DFT (ωB97M-V with the def2-TZVPD basis set) results for a molecular structure, C4H8O2.

Last column: natural (NBO) charge in e.
Geometry (Å):
C: -1.187 -1.177 0.159  -0.679
C: -0.227 -0.016 0.299  0.180
C: 1.196 -0.371 -0.081  -0.130
O: 2.159 0.568 0.261  -0.710
C: -0.319 1.725 -0.765  0.087
O: -1.440 1.139 -0.682  -0.586
H: -2.205 -0.892 0.423  0.241
H: -0.856 -1.976 0.838  0.227
H: -1.184 -1.573 -0.861  0.226
H: -0.296 0.510 1.247  0.215
H: 1.435 -1.282 0.486  0.203
H: 1.214 -0.634 -1.150  0.175
H: 1.900 1.369 -0.229  0.479
H: -0.409 2.712 -1.323  0.073

Computed properties:
HOMO-LUMO gap: 7.90 eV
ΔE to the lowest compared entry with this formula, charge and spin: 583.3 kJ/mol



DFT (ωB97M-V with the def2-TZVPD basis set) results for 2 unconnected molecules or ions with the total composition C13H25N5O2S.

Last column: natural (NBO) charge in e.
Geometry (Å):
C: 1.289 0.287 3.547  -0.250
O: 0.147 -0.077 4.289  -0.535
C: -1.051 0.528 3.864  -0.050
C: -1.700 -0.144 2.646  -0.445
C: -2.723 0.796 1.975  -0.405
C: -2.382 1.254 0.548  -0.394
C: -0.915 1.673 0.300  -0.415
C: -0.242 0.942 -0.886  -0.452
C: 1.026 0.169 -0.464  -0.239
N: 1.181 -1.144 -1.098  -0.197
N: 2.419 -1.382 -1.713  -0.306
C: 3.288 -1.976 -1.085  0.215
S: 4.450 -2.696 -0.357  0.155
C: 0.279 -2.093 -1.149  0.577
N: 0.429 -3.303 -1.747  -0.454
C: -0.705 -3.919 -1.560  0.276
N: -1.579 -3.191 -0.865  -0.354
N: -0.951 -2.004 -0.592  -0.386
H: 2.157 0.207 4.200  0.200
H: 1.224 1.316 3.181  0.171
H: 1.448 -0.407 2.714  0.155
H: -0.892 1.594 3.653  0.160
H: -1.739 0.470 4.708  0.193
H: -0.898 -0.433 1.959  0.180
H: -2.209 -1.036 3.012  0.210
H: -2.891 1.663 2.617  0.207
H: -3.679 0.270 1.925  0.207
H: -3.013 2.111 0.318  0.230
H: -2.677 0.459 -0.147  0.170
H: -0.911 2.732 0.046  0.231
H: -0.312 1.581 1.205  0.191
H: 0.083 1.673 -1.624  0.294
H: -0.961 0.307 -1.399  0.205
H: 1.884 0.743 -0.806  0.271
H: 1.136 0.047 0.618  0.194
H: -0.939 -4.904 -1.928  0.236
H: -2.523 -3.386 -0.580  0.444
H: -1.398 -1.258 -0.079  0.457
C: 2.382 2.068 -3.409  -0.649
C: 1.312 1.076 -3.933  0.022
O: 0.266 1.665 -4.490  -0.921
H: 1.940 2.747 -2.671  0.167
H: 3.223 1.539 -2.928  0.157
H: 2.785 2.659 -4.233  0.204
H: 1.065 0.434 -3.008  0.002
H: 1.876 0.342 -4.574  0.073

Computed properties:
HOMO-LUMO gap: 4.26 eV



HOMO energy list, top to bottom, in eV: -10.891, -7.508, -5.001